Record 1
Density functional theory data (ωB97M-V/def2-TZVPD) for a structure of composition C48H34BBr2CrF5N10O3S3.

HOMO level (spin up / spin down), eV: -0.8 / -1.8
Lowest unoccupied orbital energy (spin up / spin down), eV: 3.27 / 3.23
<S²>: 6.069

```
! wB97M-V def2-TZVPD RIJCOSX def2/J DEFGRID3
* xyz -2 5
Cr -0.125 -1.116 -0.520
C -0.976 5.153 0.670
N -0.458 4.500 -0.506
C -0.919 4.687 -1.796
C -0.170 3.889 -2.584
N 0.730 3.204 -1.797
B 1.527 1.995 -2.396
N 2.893 1.844 -1.696
C 3.906 2.772 -1.757
C 4.911 2.367 -0.956
N 4.505 1.163 -0.407
C 5.226 0.394 0.578
C 3.260 0.856 -0.862
S 2.490 -0.590 -0.371
C 0.563 3.591 -0.510
S 1.469 3.179 0.864
H -1.319 6.153 0.405
H -0.179 5.208 1.409
H -1.808 4.587 1.097
H -1.738 5.346 -2.023
H -0.222 3.716 -3.644
H 1.700 2.258 -3.570
H 0.934 0.971 -2.236
H 3.811 3.652 -2.368
H 5.868 2.801 -0.731
H 6.097 0.967 0.892
H 5.542 -0.565 0.168
H 4.581 0.202 1.435
Br -6.239 -5.272 -5.361
C -6.533 -3.975 -3.989
C -5.854 -2.768 -4.020
C -6.064 -1.825 -3.028
C -6.970 -2.066 -1.964
C -7.646 -3.311 -1.982
C -7.433 -4.251 -2.967
N -7.327 -1.197 -0.968
N -6.633 -0.097 -0.708
C -5.254 -0.044 -0.766
C -4.673 1.182 -1.088
C -3.292 1.394 -1.157
C -2.405 0.375 -0.871
O -1.076 0.497 -0.886
C -2.953 -0.859 -0.469
N -2.022 -1.806 -0.120
C -2.417 -2.977 0.326
C -3.776 -3.283 0.474
C -4.726 -2.357 0.117
C -4.346 -1.102 -0.395
H -5.148 -2.560 -4.814
H -5.523 -0.892 -3.081
H -8.355 -3.503 -1.185
H -7.962 -5.195 -2.949
H -5.352 1.993 -1.327
H -2.896 2.357 -1.459
H -1.645 -3.677 0.613
H -4.058 -4.250 0.866
H -5.777 -2.578 0.236
N 0.394 -0.550 6.613
C 0.179 -0.002 7.856
C 0.442 -0.449 9.146
C 0.082 0.392 10.183
C -0.519 1.637 9.940
C -0.780 2.072 8.655
C -0.428 1.237 7.596
N -0.582 1.420 6.234
C -0.088 0.344 5.687
C -0.037 0.053 4.248
C 0.826 -0.910 3.737
C 0.800 -1.184 2.385
N -0.024 -0.560 1.542
C -0.821 0.398 2.023
C -0.864 0.728 3.367
H 0.734 -1.472 6.407
H 0.906 -1.409 9.334
H 0.267 0.084 11.204
H -0.785 2.264 10.781
H -1.245 3.030 8.460
H 1.530 -1.448 4.358
H 1.453 -1.928 1.963
H -1.438 0.907 1.300
H -1.529 1.502 3.720
F 1.648 1.346 -7.014
C 1.131 0.573 -6.046
C 1.880 -0.446 -5.493
F 3.128 -0.668 -5.939
C 1.341 -1.226 -4.487
F 2.114 -2.201 -3.995
C 0.056 -1.028 -3.992
S -0.630 -2.050 -2.747
C -0.668 0.013 -4.571
F -1.907 0.288 -4.161
C -0.148 0.802 -5.580
F -0.868 1.811 -6.102
Br 2.606 -5.997 2.470
C 2.524 -5.914 0.568
C 3.288 -6.854 -0.111
C 3.324 -6.841 -1.496
C 2.615 -5.876 -2.196
C 1.870 -4.934 -1.508
C 1.796 -4.945 -0.113
C 0.897 -3.904 0.537
O 0.364 -4.125 1.620
O 0.763 -2.869 -0.197
H 3.852 -7.586 0.451
H 3.915 -7.580 -2.022
H 2.647 -5.845 -3.278
H 1.327 -4.158 -2.036
*
```

Record 2
Density functional theory data (ωB97M-V/def2-TZVPD) for a structure of composition C12H33LiN3O3.

HOMO level, eV: -12.3
Lowest unoccupied orbital energy, eV: -2.35

```
! wB97M-V def2-TZVPD RIJCOSX def2/J DEFGRID3
* xyz 1 1
Li -0.367 0.617 0.160
C -3.701 -2.003 -0.365
C -2.352 -1.284 -0.384
C -2.222 -0.373 -1.570
O -0.882 0.142 -1.653
C -0.491 0.444 -2.982
N -2.041 -0.562 0.877
H -4.519 -1.288 -0.264
H -3.730 -2.735 0.439
H -3.826 -2.572 -1.289
H -1.595 -2.076 -0.446
H -2.876 0.511 -1.528
H -2.505 -0.925 -2.469
H -0.593 -0.420 -3.640
H 0.555 0.741 -2.951
H -1.062 1.285 -3.393
H -2.050 -1.180 1.680
H -2.811 0.091 1.010
C 1.788 -2.008 -0.389
C 1.271 -1.804 1.020
C 2.129 -2.523 2.041
O 2.010 -3.890 1.836
C 2.433 -4.683 2.919
N 1.229 -0.327 1.283
H 1.066 -1.634 -1.114
H 1.915 -3.078 -0.579
H 2.778 -1.572 -0.522
H 0.237 -2.138 1.075
H 1.785 -2.263 3.056
H 3.181 -2.207 1.969
H 1.996 -5.673 2.812
H 2.125 -4.268 3.887
H 3.525 -4.784 2.952
H 2.160 0.060 1.436
H 0.877 -0.262 2.246
C -1.267 4.712 -0.274
C -0.746 3.279 -0.384
C 0.724 3.273 -0.621
O 1.224 1.941 -0.802
C 2.538 1.966 -1.304
N -1.058 2.465 0.818
H -2.323 4.712 -0.004
H -1.066 5.306 -1.162
H -0.779 5.232 0.563
H -1.256 2.813 -1.233
H 1.247 3.674 0.260
H 0.964 3.899 -1.486
H 2.595 2.394 -2.310
H 2.914 0.942 -1.360
H 3.233 2.499 -0.642
H -0.435 2.759 1.574
H -1.946 2.777 1.208
*
```

Record 3
Density functional theory data (ωB97M-V/def2-TZVPD) for a cluster of 2 separate species, C3H2FNOS in total.

HOMO level (spin up / spin down), eV: -9.4 / -9.4
Lowest unoccupied orbital energy (spin up / spin down), eV: -3.56 / -3.56

```
! wB97M-V def2-TZVPD RIJCOSX def2/J DEFGRID3
* xyz 0 1
C -0.781 -0.100 -0.196
C -0.303 1.137 -0.068
C -1.472 0.444 -2.377
N -1.468 -0.218 -1.396
O 0.708 2.137 -2.207
F -3.274 2.094 -1.958
S -0.615 2.063 -1.619
H -1.033 -0.895 0.528
H 0.263 1.518 0.768
*
```

Record 4
Density functional theory data (ωB97M-V/def2-TZVPD) for the molecule C16H19N3O3.

Structure (SMILES): O=C(O)[C@H](Cc1c[nH]c2ccccc12)NC(=O)[C@@H]1CCCN1
HOMO level, eV: -8.3
Lowest unoccupied orbital energy, eV: 0.67

```
! wB97M-V def2-TZVPD RIJCOSX def2/J DEFGRID3
* xyz 0 1
O -2.317 -0.232 -2.341
C -1.379 -0.787 -1.845
O -1.510 -2.298 -1.616
C -0.338 0.066 -1.108
C 0.019 -0.489 0.349
C 0.922 -1.681 0.289
C 2.268 -1.491 0.234
N 2.947 -2.730 -0.137
C 1.998 -3.700 -0.125
C 2.194 -5.088 -0.176
C 1.011 -5.792 0.163
C -0.235 -5.351 0.700
C -0.248 -3.958 0.688
C 0.801 -3.068 0.236
N -0.746 1.534 -1.249
C 0.160 2.429 -0.733
O 1.274 2.176 -0.289
C -0.398 3.871 -0.581
C 0.088 4.588 0.616
C -1.078 4.770 1.578
C -2.086 3.892 1.012
N -1.831 3.923 -0.417
H -0.866 -2.620 -0.905
H 0.554 -0.190 -1.597
H 0.489 0.209 0.955
H -0.993 -0.769 0.595
H 2.986 -0.580 0.363
H 3.918 -2.856 -0.823
H 2.985 -5.770 -0.290
H 1.195 -6.844 0.193
H -0.997 -6.098 0.762
H -1.128 -3.403 0.920
H -1.794 1.745 -1.300
H -0.071 4.647 -1.255
H 0.617 5.562 0.122
H 1.003 4.218 1.137
H -0.849 4.714 2.752
H -1.465 5.775 1.275
H -3.174 4.017 1.494
H -1.643 2.812 1.131
H -2.285 4.847 -0.775
*
```

no.,F_max (eV/A),E_tot (a.u.)
1,0.492,-10534.3573
2,1.453,-874.3890
3,1.765,-743.2906
4,5.625,-1010.9138